DFT (ωB97M-V/def2-TZVPD) results for C4H5NO2 as an isolated structure at a distorted geometry.

- Energy above the lowest of the compared OMol25 structures with the same formula, charge and spin: 90.25 kcal/mol
- Spin multiplicity: 1
- LUMO energy: 0.360 eV
- HOMO: -0.363 Ha
- Kohn-Sham gap: 10.24 eV
- Maximum force: 0.0633 Eh/bohr

Last column: Mulliken charge in e.
Geometry (Å):
O -2.61591 0.80107 0.37128  -0.462
C -1.92889 -0.12357 0.00208  -0.225
C -0.44900 -0.00615 -0.22210  0.090
C 0.48816 0.88881 0.51572  -0.193
N 1.68192 0.36863 -0.24911  -0.558
C 1.46141 -0.91411 -0.26449  0.116
O 0.19217 -1.28305 -0.12993  -0.312
H -2.37085 -1.11793 -0.22698  0.314
H 0.42927 0.43596 -1.19639  0.324
H 0.29563 1.94264 0.31967  0.259
H 0.64820 0.70695 1.58657  0.275
H 2.16788 -1.69924 -0.50633  0.372



DFT (ωB97M-V/def2-TZVPD) results for one molecule with the formula C24H23N3O2.

- Energy above the lowest of the compared OMol25 structures with the same formula, charge and spin: 69.16 kcal/mol
- Spin multiplicity: 1
- LUMO energy: 0.187 eV
- SMILES: CCOc1ccc2c(c1)C(c1ccc(C)cc1)=NNC(c1ccc(OC)cc1)=N2
- HOMO: -0.273 Ha
- Kohn-Sham gap: 7.61 eV
- Maximum force: 0.0149 Eh/bohr

Last column: Mulliken charge in e.
Geometry (Å):
C -5.13466 -2.40237 -1.66522  -1.003
C -5.00139 -2.62257 -0.16057  -0.387
O -3.83281 -3.33428 0.18720  -0.472
C -2.62520 -2.69958 0.18955  0.323
C -1.52096 -3.50002 0.48189  -0.750
C -0.25857 -2.95121 0.52016  -0.304
C -0.04628 -1.59763 0.25706  0.273
C -1.15405 -0.78275 -0.01228  -0.115
C -2.42760 -1.34429 -0.04583  -0.300
C -1.02186 0.65765 -0.32428  -0.022
C -2.17278 1.53652 -0.04547  0.431
C -2.89587 1.41060 1.13828  -0.261
C -3.95748 2.25455 1.40341  -0.840
C -4.32828 3.24270 0.50009  1.032
C -5.47340 4.16462 0.78906  -1.435
C -3.59509 3.37419 -0.67460  -0.742
C -2.52916 2.53947 -0.94318  -0.624
N -0.02738 1.26199 -0.84633  -0.533
N 1.17546 0.67739 -1.15144  -0.282
C 1.81540 -0.22334 -0.29226  0.327
C 3.26604 -0.04083 -0.12112  0.228
C 4.07972 0.50800 -1.10647  -0.891
C 5.44296 0.64692 -0.91289  -0.567
C 6.02301 0.24288 0.28502  0.903
O 7.34372 0.34415 0.58600  -0.454
C 8.21515 0.90006 -0.36890  -0.830
C 5.21168 -0.32133 1.27421  -0.571
C 3.86080 -0.46679 1.06936  -0.506
N 1.27354 -1.18410 0.33636  -0.483
H -5.11504 -3.35980 -2.17988  0.321
H -6.07565 -1.90322 -1.88021  0.346
H -4.31762 -1.79286 -2.04348  0.297
H -5.05115 -1.66744 0.37800  0.318
H -5.81891 -3.25790 0.19287  0.324
H -1.68114 -4.54758 0.68216  0.449
H 0.60063 -3.56150 0.75031  0.468
H -3.26044 -0.69739 -0.27256  0.735
H -2.61629 0.65486 1.85874  0.506
H -4.50671 2.14409 2.32804  0.350
H -5.09747 5.12972 1.13023  0.285
H -6.11651 3.75713 1.56534  0.352
H -6.06629 4.33664 -0.10719  0.368
H -3.86766 4.14101 -1.38605  0.374
H -1.96341 2.64458 -1.85585  0.439
H 1.78624 1.40412 -1.50971  0.325
H 3.66814 0.80525 -2.06076  0.412
H 6.04085 1.06786 -1.70602  0.389
H 7.94505 1.93415 -0.60615  0.337
H 8.23353 0.30783 -1.28944  0.336
H 9.20299 0.88289 0.08865  0.240
H 5.67555 -0.63868 2.19460  0.429
H 3.23288 -0.90984 1.82547  0.457



DFT (ωB97M-V/def2-TZVPD) results for a 5-piece molecular cluster, H9O4S overall.

- Net charge: -1
- Energy above the lowest of the compared OMol25 structures with the same formula, charge and spin: 12.60 kcal/mol
- Spin multiplicity: 1
- LUMO energy: 3.872 eV
- HOMO: -0.150 Ha
- Kohn-Sham gap: 7.95 eV
- Maximum force: 0.0102 Eh/bohr

Last column: Mulliken charge in e.
Geometry (Å):
S -1.55338 -1.52127 -0.98303  -0.830
H -2.58095 -1.18463 -0.18221  0.003
H -0.53822 -0.58184 0.64990  0.158
H -0.66252 0.20715 1.97805  0.275
O -0.02032 -0.26883 1.44167  -0.662
H 1.08943 0.00543 -0.52237  0.350
H 0.96358 -0.53144 -1.91412  0.305
O 1.56640 -0.01280 -1.36635  -0.632
H -1.89262 1.02819 -1.35705  0.328
H -1.74796 1.70890 -2.69579  0.292
O -1.69799 1.89582 -1.75387  -0.636
H 2.95110 -0.49262 1.80941  0.304
H 1.59079 -0.14257 2.30702  0.412
O 2.53267 -0.10949 2.58873  -0.667



DFT (ωB97M-V/def2-TZVPD) results for a 15-piece molecular cluster, C42H57BrN16 overall at a distorted geometry.

- Spin multiplicity: 1
- LUMO energy: -0.303 eV
- HOMO: -0.338 Ha
- Kohn-Sham gap: 8.91 eV
- Maximum force: 0.0568 Eh/bohr

Last column: Mulliken charge in e.
Geometry (Å):
C 5.87337 -3.11704 -0.03295  -1.088
C 5.66840 -1.53730 -0.22984  -0.120
C 4.23324 -1.36786 -0.86769  -0.082
C 3.71913 0.10904 -1.02596  -0.888
C 3.26627 0.83547 0.29395  0.706
Br 4.79162 1.48368 1.41674  -0.022
C 2.55124 2.16207 -0.17396  -0.090
N 2.06410 3.11906 -0.58107  -0.540
C 2.18937 0.07304 1.17226  0.704
C 2.81118 -1.07451 2.05018  -0.697
N 3.28930 -2.06230 2.39802  -0.630
C 0.90820 -0.37264 0.39692  0.216
C -0.24955 0.56515 0.42738  -0.536
C -1.52272 0.21594 -0.24261  -0.631
C -1.67384 -1.04584 -0.99657  -0.267
C -0.53618 -1.98543 -1.03713  -0.870
C 0.72242 -1.63756 -0.32524  0.107
H 6.64292 -3.29179 0.76511  0.368
H 4.90148 -3.53270 0.38253  0.213
H 6.06568 -3.65280 -0.99564  0.272
H 6.48848 -1.18164 -0.92532  0.264
H 5.79033 -1.09668 0.79216  0.100
H 4.31434 -1.78699 -1.91926  0.484
H 3.54380 -2.05995 -0.32097  -0.470
H 2.85897 0.11295 -1.75042  0.464
H 4.52865 0.74119 -1.50257  0.424
H 1.83014 0.83048 1.93601  0.657
H -0.17212 1.52538 0.98997  0.326
H -2.38259 0.92442 -0.17392  0.716
H -2.61327 -1.32284 -1.52947  0.123
H -0.57640 -2.96215 -1.58719  0.422
H 1.53438 -2.40151 -0.36291  0.238
C -5.75008 0.40347 -2.23397  -0.403
C -4.86719 -0.67053 -2.74961  0.424
N -4.16753 -1.49233 -3.14984  -0.491
H -5.13893 1.25320 -1.90922  -0.092
H -6.43394 0.73028 -3.01698  0.312
H -6.32874 0.03613 -1.38598  0.306
C -2.26991 3.62244 -1.72758  -0.380
C -3.72863 3.34846 -1.74147  0.442
N -4.85993 3.12913 -1.75226  -0.577
H -1.88306 3.51424 -0.71382  0.187
H -1.75378 2.91915 -2.38164  0.275
H -2.07906 4.63749 -2.07539  0.064
C 1.00104 5.41318 -4.02158  -0.858
C -0.41807 5.80041 -3.82441  0.496
N -1.51857 6.09937 -3.67152  -0.498
H 1.06695 4.34703 -4.23797  0.272
H 1.42448 5.97312 -4.85511  0.319
H 1.57236 5.62944 -3.11900  0.274
C 4.73784 -7.05372 -1.16066  -0.486
C 5.23024 -6.07295 -2.15672  0.316
N 5.61236 -5.30644 -2.92375  -0.459
H 4.07202 -7.76916 -1.64351  0.187
H 5.57901 -7.59056 -0.72015  0.396
H 4.19366 -6.53687 -0.37405  0.017
C -3.84852 8.39220 -3.17077  -0.508
C -5.26798 8.77496 -2.97401  0.403
N -6.37024 9.07090 -2.82123  -0.490
H -3.77753 7.32727 -3.38814  0.182
H -3.42570 8.95443 -4.00356  0.168
H -3.27708 8.60917 -2.26801  0.270
C -0.42465 -2.29782 3.66620  -0.357
C -1.49157 -1.49889 3.01347  0.417
N -2.31848 -0.87955 2.50753  -0.427
H -0.56047 -2.28329 4.74714  0.297
H -0.46758 -3.32894 3.31709  0.194
H 0.55296 -1.88001 3.42393  -0.114
C 5.50058 -0.01267 4.57114  -0.085
C 6.84601 -0.16498 5.18020  0.132
N 7.88863 -0.28293 5.65124  -0.371
H 5.58071 0.52022 3.62249  -0.270
H 5.06123 -0.99412 4.39090  0.203
H 4.85165 0.55030 5.24231  0.341
C 8.60563 1.90237 -1.46517  -0.710
C 7.67365 1.56248 -2.56932  0.356
N 6.94927 1.29904 -3.42303  -0.410
H 8.69919 2.98473 -1.37873  0.297
H 8.22567 1.50188 -0.52512  0.205
H 9.58866 1.47544 -1.66238  0.287
C -3.99250 -2.67484 6.47300  -0.643
C -3.06137 -3.71047 5.95965  0.374
N -2.34097 -4.51454 5.56178  -0.422
H -3.43208 -1.79213 6.78088  0.295
H -4.69964 -2.39299 5.69357  0.089
H -4.54261 -3.06359 7.33027  0.309
C -7.39927 5.91274 -1.14375  -0.360
C -8.85599 5.62799 -1.15792  0.219
N -9.98470 5.40699 -1.16890  -0.373
H -7.01075 5.80373 -0.13123  0.270
H -6.87909 5.21575 -1.80120  0.138
H -7.21827 6.93157 -1.48819  0.074
C -7.68241 -4.21582 6.26141  -0.760
C -7.20151 -3.21292 5.27827  0.370
N -6.82944 -2.43611 4.51648  -0.407
H -8.33416 -4.93553 5.76678  0.297
H -6.83400 -4.74416 6.69663  0.259
H -8.23859 -3.71836 7.05570  0.269
C 1.21935 -7.10899 1.14839  -0.698
C 1.72543 -6.13719 0.14682  0.503
N 2.11788 -5.38297 -0.62940  -0.469
H 0.55177 -7.82244 0.66857  0.218
H 2.05406 -7.64849 1.59636  0.265
H 0.67433 -6.58248 1.93197  0.226
C 3.05284 -10.68465 -0.10171  -0.710
C 1.61684 -10.37384 0.11129  0.427
N 0.50398 -10.13496 0.27642  -0.460
H 3.17775 -11.75256 -0.27888  0.329
H 3.42657 -10.13443 -0.96501  0.170
H 3.62811 -10.39999 0.77935  0.268
C -4.98089 12.33846 -4.78268  -0.731
C -4.12754 11.24059 -5.30049  0.405
N -3.46905 10.38692 -5.70199  -0.473
H -4.35591 13.16530 -4.44563  0.271
H -5.64632 12.69217 -5.56979  0.269
H -5.57874 11.97777 -3.94532  0.264



DFT (ωB97M-V/def2-TZVPD) results for C29H26Cl3IN6O2S3Sn as an isolated structure.

- Energy above the lowest of the compared OMol25 structures with the same formula, charge and spin: 0.00 kcal/mol
- Spin multiplicity: 1
- LUMO energy: -0.256 eV
- HOMO: -0.270 Ha
- Kohn-Sham gap: 7.10 eV
- Maximum force: 0.0104 Eh/bohr

Last column: Mulliken charge in e.
Geometry (Å):
Sn 0.31222 2.05106 -0.58206  1.022
Cl -7.60630 1.95037 -1.31168  -0.245
C -5.88859 1.69987 -1.22509  0.512
C -5.04725 2.77661 -1.00870  -0.924
C -3.68528 2.56069 -0.90687  0.583
Cl -2.64252 3.90838 -0.58855  -0.141
C -3.08425 1.27805 -1.00786  -0.752
O -1.82642 1.03515 -0.89217  -0.637
C -4.01202 0.22821 -1.24902  0.315
Cl -3.36256 -1.37535 -1.35703  -0.183
C -5.37495 0.41926 -1.34975  -0.551
H -5.44526 3.77824 -0.92027  0.431
H -6.03237 -0.42370 -1.51145  0.452
I 1.78525 5.06161 2.56090  0.071
C 1.52199 5.72738 0.58563  -0.081
C 2.09810 6.93534 0.21714  -0.494
C 1.86596 7.40001 -1.06569  -0.312
C 1.08511 6.64055 -1.92394  -0.844
C 0.58943 5.43542 -1.46387  -0.101
N 0.79416 4.98391 -0.22581  0.082
H 2.71052 7.48996 0.91273  0.404
H 2.29148 8.33991 -1.39154  0.382
H 0.87646 6.97210 -2.93124  0.396
H 0.00541 4.78732 -2.10935  0.450
C 5.63795 2.31613 0.66483  -0.734
O 4.96551 2.54999 -0.57494  -0.350
C 3.66286 2.27294 -0.69204  0.572
S 3.02924 2.51709 -2.22477  -0.395
S 2.80051 1.67899 0.63950  -0.397
H 5.32064 3.03850 1.41818  0.294
H 6.69560 2.43679 0.44800  0.249
H 5.43107 1.31282 1.03480  0.345
N 1.46308 -5.38239 0.02969  0.047
C 2.12084 -6.56627 -0.20276  0.700
C 2.03726 -7.82779 0.37520  -1.008
C 2.87142 -8.80278 -0.13388  -0.416
C 3.76120 -8.53241 -1.18437  -0.473
C 3.84630 -7.27965 -1.75471  -0.752
C 3.01316 -6.27915 -1.25504  0.585
N 2.88853 -4.96055 -1.62703  -0.655
C 1.96699 -4.45680 -0.85216  0.125
C 1.52658 -3.06502 -0.90449  1.117
C 0.43329 -2.58868 -0.18305  -1.167
C 0.10976 -1.24757 -0.26703  -0.240
N 0.79779 -0.38344 -1.00756  0.254
C 1.82502 -0.83749 -1.72671  -0.575
C 2.21868 -2.15971 -1.70709  -0.786
H 0.76707 -5.22531 0.73441  0.150
H 1.35112 -8.04038 1.18542  0.374
H 2.83953 -9.79995 0.28493  0.378
H 4.39290 -9.33136 -1.55008  0.377
H 4.53118 -7.06873 -2.56488  0.435
H -0.17597 -3.23935 0.43107  0.279
H -0.74743 -0.83789 0.25376  0.448
H 2.35448 -0.10188 -2.32211  0.456
H 3.05632 -2.50939 -2.29276  0.521
S -0.23509 1.67130 2.05827  -0.321
C -1.82966 1.11436 2.29254  0.067
N -2.02456 -0.15479 2.66530  -0.017
C -3.31238 -0.69238 3.08185  -0.810
C -4.41914 0.04426 2.34610  -0.073
C -4.24168 1.54450 2.52186  -0.712
N -2.87265 1.92619 2.19405  0.007
H -1.18782 -0.69115 2.81633  0.286
H -3.43158 -0.58053 4.16467  0.333
H -3.34078 -1.75468 2.84205  0.439
H -5.38966 -0.26362 2.73243  0.412
H -4.37262 -0.20098 1.28692  -0.174
H -4.46016 1.83506 3.55431  0.409
H -4.91858 2.08647 1.86271  0.343
H -2.68446 2.85629 1.85381  0.218



DFT (ωB97M-V/def2-TZVPD) results for a 2-piece molecular cluster, C3H5NO2 overall at a distorted geometry.

- Energy above the lowest of the compared OMol25 structures with the same formula, charge and spin: 34.42 kcal/mol
- Spin multiplicity: 1
- LUMO energy: 0.929 eV
- HOMO: -0.354 Ha
- Kohn-Sham gap: 10.57 eV
- Maximum force: 0.0276 Eh/bohr

Last column: Mulliken charge in e.
Geometry (Å):
O -1.68818 -1.14424 -0.98713  -0.499
C -1.31888 -0.98038 0.15263  0.102
C 0.04343 -0.43850 0.51697  -0.350
N 0.77628 -0.03145 -0.65471  -0.466
C 1.21421 2.57805 -0.54304  0.136
O 0.51370 2.74720 0.34095  -0.169
H -1.98212 -1.22779 1.00542  0.346
H -0.12590 0.40752 1.20556  0.189
H 0.54129 -1.21682 1.11649  0.264
H 0.28966 -0.34997 -1.48624  0.229
H 1.73652 -0.34361 -0.66691  0.217